1.
10
Properties=species:S:1:pos:R:3 method="wB97M-V/def2-TZVPD" e_homo_ev=-9.03 smiles="C=C(F)C(=C)F" de_lowest_ev=1.582 gap_ev=9.3 fmax_ha_per_bohr=0.16163
C -0.48 -1.32 1.21
C 0.17 -0.52 0.30
F 1.42 -0.59 0.21
C -0.35 0.52 -0.41
C 0.54 1.23 -1.10
F -1.70 0.44 -0.69
H -1.55 -1.23 1.62
H 0.16 -1.98 1.77
H 1.59 1.41 -0.91
H 0.21 2.03 -1.99

2.
12
Properties=species:S:1:pos:R:3 method="wB97M-V/def2-TZVPD" e_homo_ev=-9.97 smiles="[H]/N=C(/N)C#CC(F)F" de_lowest_ev=2.824 gap_ev=10.2 fmax_ha_per_bohr=0.09522
H 1.90 -1.93 -0.23
N 2.44 -1.13 0.06
C 1.64 -0.13 -0.07
N 2.05 1.19 0.27
C 0.14 -0.33 -0.29
C -1.09 -0.25 -0.40
C -2.54 -0.18 -0.29
F -3.22 -0.82 0.76
F -2.77 1.17 -0.15
H 1.42 1.70 0.99
H 3.04 1.44 0.56
H -3.02 -0.72 -1.24

3.
18
Properties=species:S:1:pos:R:3 method="wB97M-V/def2-TZVPD" e_homo_ev=-16.27 total_charge=+1 gap_ev=8.9 fmax_ha_per_bohr=0.23482
C 2.44 0.14 0.38
C 1.72 0.97 -0.84
F 1.71 2.44 -0.61
S -0.07 0.41 -1.18
O 0.05 -1.12 -1.93
C -0.42 -2.21 -1.07
N -0.44 -3.23 -0.23
S -1.01 0.34 0.70
O -0.38 -0.63 1.72
O -0.86 1.78 1.32
C -2.86 0.10 0.43
F -3.17 -0.12 -1.02
F -3.55 1.40 0.77
F -3.49 -0.92 1.31
H 1.99 0.45 1.44
H 2.48 -1.02 0.21
H 3.58 0.50 0.42
H 2.31 0.73 -1.82

4.
10
Properties=species:S:1:pos:R:3 method="wB97M-V/def2-TZVPD" e_homo_ev=-11.35 smiles=N#CC1(F)CC1 de_lowest_ev=2.493 gap_ev=12.2 fmax_ha_per_bohr=0.09763
N 2.11 1.24 -1.53
C 1.46 0.74 -0.73
C 0.47 -0.11 0.43
F 1.27 -0.50 1.44
C -0.96 0.39 0.48
C -0.55 -0.86 -0.25
H -1.06 1.50 0.06
H -1.43 0.18 1.41
H -0.75 -1.87 -0.05
H -0.56 -0.71 -1.26

5.
11
Properties=species:S:1:pos:R:3 method="wB97M-V/def2-TZVPD" e_homo_ev="-8.85 / -8.94" de_lowest_ev=6.767 gap_ev="7.6 / 7.6" fmax_ha_per_bohr=0.14357
C -0.74 -1.52 -1.07
C 0.92 1.44 0.67
C -0.61 -0.72 -0.03
C 0.73 0.68 -0.35
N -0.85 -0.77 1.20
O -1.06 0.14 1.99
F 1.24 0.64 -1.55
H -1.63 -2.26 -1.18
H -0.09 -1.15 -1.88
H 1.69 2.33 0.72
H 0.41 1.19 1.48

6.
14
Properties=species:S:1:pos:R:3 method="wB97M-V/def2-TZVPD" e_homo_ev=-4.96 total_charge=-1 de_lowest_ev=1.402 gap_ev=8.4 fmax_ha_per_bohr=0.08914
C 2.04 0.79 -0.01
C -0.41 -1.55 0.51
C 2.97 0.29 -0.72
C -1.30 -0.88 1.24
O -3.09 0.68 0.07
O -1.17 1.90 0.93
O -0.87 0.52 -1.10
O 3.89 -0.19 -1.33
F -0.10 -2.84 0.84
S -1.44 0.59 0.30
H 1.65 0.66 1.05
H 1.26 1.31 -0.63
H -0.05 -1.37 -0.52
H -3.38 0.08 -0.63

7.
10
Properties=species:S:1:pos:R:3 method="wB97M-V/def2-TZVPD" e_homo_ev="-23.02 / -21.67" total_charge=+3 de_lowest_ev=0.499 gap_ev="8.8 / 6.0" fmax_ha_per_bohr=0.09762 spin_multiplicity=8
H -2.54 -1.93 -0.03
C -3.10 -0.94 -0.56
C -2.29 0.06 -0.41
H -4.17 -0.83 -0.70
C -1.04 0.39 -0.01
C -0.46 -0.28 1.11
O -0.06 -1.49 1.08
Gd 1.82 -2.77 2.12
H -0.35 0.85 -0.72
H -0.78 0.11 2.09

8.
15
Properties=species:S:1:pos:R:3 method="wB97M-V/def2-TZVPD" e_homo_ev="-17.34 / -16.46" total_charge=+2 gap_ev="8.2 / 6.2" fmax_ha_per_bohr=0.10593 spin_multiplicity=5
O 0.18 -1.92 -2.69
C 1.18 -1.12 -2.48
C -1.19 -0.88 -2.88
O 2.14 -1.36 -1.75
O 0.97 0.11 -2.92
C -0.36 0.29 -3.44
H -2.20 -0.50 -2.65
H -1.60 -1.60 -3.59
H -0.71 1.25 -3.06
H -0.33 0.28 -4.53
O -2.09 0.05 0.14
C -1.06 -0.42 -0.45
O -0.52 -1.45 0.18
Li 1.15 -2.23 -0.26
Ho -2.17 -1.46 1.87

9.
10
Properties=species:S:1:pos:R:3 method="wB97M-V/def2-TZVPD" e_homo_ev=-9.15 smiles="C=C(I)/C=C/I" de_lowest_ev=0.747 gap_ev=9.2 fmax_ha_per_bohr=0.11532
C -1.17 0.98 -0.69
C -0.87 -0.31 -0.53
I -1.92 -1.71 -1.66
C 0.40 -0.85 0.45
C 1.35 -0.01 0.72
I 3.09 -0.44 2.00
H -1.94 1.20 -1.38
H -0.75 1.92 -0.20
H 0.36 -1.81 0.74
H 1.47 1.03 0.55

10.
15
Properties=species:S:1:pos:R:3 method="wB97M-V/def2-TZVPD" e_homo_ev="-20.61 / -21.75" total_charge=+3 de_lowest_ev=0.000 gap_ev="3.8 / 6.5" fmax_ha_per_bohr=0.13155 spin_multiplicity=8
O -3.44 0.43 -0.23
C -2.49 0.72 0.64
C -3.58 -1.00 -0.33
O -1.78 1.71 0.56
O -2.11 -0.35 1.31
C -2.96 -1.47 0.99
Li 0.10 1.65 0.62
H -2.91 -1.34 -1.25
H -4.64 -1.23 -0.44
H -3.68 -1.64 1.80
C 0.51 -0.90 -0.76
O 0.98 0.16 -0.24
O 1.22 -1.76 -1.28
Tb 3.40 -0.52 -1.15
H -2.33 -2.35 0.88

11.
9
Properties=species:S:1:pos:R:3 method="wB97M-V/def2-TZVPD" e_homo_ev="-14.64 / -14.14" total_charge=+1 de_lowest_ev=2.220 gap_ev="7.3 / 6.9" fmax_ha_per_bohr=0.09869
C -2.73 -0.06 0.24
C 1.82 -0.31 0.22
C -0.50 0.35 -0.42
C 0.93 0.44 -0.42
N -1.56 0.17 0.04
H -3.50 -0.54 0.66
H 1.46 -1.16 0.73
H 1.18 1.24 -1.18
H 2.90 -0.13 0.13

12.
10
Properties=species:S:1:pos:R:3 method="wB97M-V/def2-TZVPD" e_homo_ev=-9.49 smiles=c1ccnnc1 de_lowest_ev=1.259 gap_ev=9.9 fmax_ha_per_bohr=0.01248
C 0.65 0.83 -0.14
C -0.69 0.80 0.10
C -1.28 -0.47 0.04
N -0.62 -1.62 -0.02
N 0.70 -1.58 0.09
C 1.30 -0.41 -0.02
H 1.17 1.73 -0.44
H -1.25 1.69 0.36
H -2.35 -0.55 -0.05
H 2.38 -0.43 0.08

13.
10
Properties=species:S:1:pos:R:3 method="wB97M-V/def2-TZVPD" e_homo_ev=-10.52 de_lowest_ev=3.275 gap_ev=11.3 fmax_ha_per_bohr=0.02910
N 1.10 -0.03 -1.03
C 0.41 0.43 0.14
C -1.05 0.31 -0.04
C -2.24 0.23 -0.20
C 0.65 -1.34 1.87
N 0.79 -0.29 1.36
H 0.86 -1.00 -1.24
H 2.11 0.04 -0.90
H 0.66 1.48 0.30
H -3.30 0.18 -0.33

14.
10
Properties=species:S:1:pos:R:3 method="wB97M-V/def2-TZVPD" e_homo_ev=-10.51 de_lowest_ev=3.260 gap_ev=11.3 fmax_ha_per_bohr=0.03022
N -0.17 1.45 -0.35
C 0.55 0.25 -0.06
C -0.18 -0.59 0.91
C -0.76 -1.26 1.72
C 0.24 -1.23 -2.06
N 0.80 -0.57 -1.25
H -1.09 1.25 -0.73
H 0.33 2.03 -1.01
H 1.52 0.51 0.35
H -1.26 -1.85 2.46

15.
10
Properties=species:S:1:pos:R:3 method="wB97M-V/def2-TZVPD" e_homo_ev=-9.79 de_lowest_ev=2.882 gap_ev=8.5 fmax_ha_per_bohr=0.16753
H -2.67 0.56 0.03
N -2.35 -0.31 0.00
C -1.03 -0.26 -0.01
C -0.02 1.01 -0.05
C 1.17 0.35 -0.04
C 1.07 -1.00 0.00
N -0.22 -1.42 -0.02
H 0.15 2.11 -0.05
H 2.12 0.88 0.24
H 1.78 -1.92 -0.11

16.
10
Properties=species:S:1:pos:R:3 method="wB97M-V/def2-TZVPD" e_homo_ev=-9.32 smiles="C1=N[C@@H]1[C@H]1C=N1" de_lowest_ev=5.542 gap_ev=10.4 fmax_ha_per_bohr=0.11241
C 1.84 -0.08 -0.04
N 1.70 -1.20 -0.61
C 0.77 -0.85 0.57
C -0.66 -0.29 0.01
C -2.03 -0.71 -0.67
N -2.02 -0.65 0.60
H 2.24 0.90 -0.19
H 0.86 -1.48 1.35
H -0.37 0.81 0.01
H -2.42 -0.94 -1.69

17.
10
Properties=species:S:1:pos:R:3 method="wB97M-V/def2-TZVPD" e_homo_ev=-10.48 smiles=C#C[C@H](N)C#N de_lowest_ev=2.304 gap_ev=11.2 fmax_ha_per_bohr=0.02150
C 2.19 -0.33 0.13
C 1.01 -0.08 0.23
C -0.44 0.18 0.37
N -1.32 -0.83 -0.19
C -0.78 1.48 -0.24
N -1.05 2.49 -0.73
H 3.23 -0.53 0.03
H -0.67 0.26 1.44
H -1.16 -0.91 -1.19
H -1.10 -1.74 0.22

18.
10
Properties=species:S:1:pos:R:3 method="wB97M-V/def2-TZVPD" e_homo_ev=-9.03 smiles="C1=CC1C1=NN1" de_lowest_ev=6.136 gap_ev=10.0 fmax_ha_per_bohr=0.12363
C -1.47 0.82 0.36
C -1.46 0.16 -0.76
C -0.39 -0.22 0.33
C 1.02 -0.01 0.33
N 2.10 0.63 0.59
N 2.02 -0.40 -0.60
H -1.91 1.78 0.84
H -1.79 -0.24 -1.60
H -0.56 -1.20 0.89
H 2.43 -1.32 -0.38

19.
11
Properties=species:S:1:pos:R:3 method="wB97M-V/def2-TZVPD" e_homo_ev=-10.59 smiles="N#CC(=O)[C@@H]1CN1" de_lowest_ev=2.549 gap_ev=9.9 fmax_ha_per_bohr=0.05461
N 1.04 0.24 -3.28
C 0.89 -0.09 -2.16
C 0.78 -0.21 -0.63
O 1.77 -0.01 0.09
C -0.55 -0.48 0.05
C -0.84 0.57 1.04
N -0.41 -0.75 1.46
H -1.36 -0.98 -0.43
H -1.86 0.85 1.09
H -0.08 1.46 1.01
H 0.63 -0.62 1.76

20.
11
Properties=species:S:1:pos:R:3 method="wB97M-V/def2-TZVPD" e_homo_ev=-9.45 smiles="N#CCOC=C=N" de_lowest_ev=3.222 gap_ev=10.0 fmax_ha_per_bohr=0.02922
N 2.30 0.16 -0.51
C 1.30 0.74 -0.42
C 0.01 1.46 -0.32
O -0.96 0.78 0.45
C -1.16 -0.52 0.02
C -0.67 -1.49 0.76
N -0.02 -2.35 1.36
H -0.35 1.64 -1.34
H 0.18 2.42 0.17
H -1.48 -0.71 -0.99
H 0.84 -2.14 0.81